Entry 1:
{"formula": "C44H60MoN4O4PSi", "method": "the ωB97M-V functional and the def2-TZVPD basis", "lumo_energy_ha": -0.34052, "e_homo_ha": -0.5806, "e_tot_ha": -2931.05820, "charge": 3, "gap_ev": 6.53, "mol_weight_g_mol": 863.988, "species": ["Mo", "N", "P", "C", "C", "C", "C", "C", "C", "C", "C", "C", "C", "C", "C", "C", "C", "C", "C", "C", "N", "H", "H", "H", "H", "H", "H", "H", "H", "H", "H", "H", "H", "H", "H", "H", "N", "C", "C", "C", "N", "C", "C", "H", "H", "H", "H", "H", "H", "C", "C", "C", "C", "O", "Si", "O", "O", "C", "C", "C", "C", "O", "C", "C", "C", "C", "H", "H", "H", "H", "H", "H", "H", "H", "H", "H", "H", "H", "H", "H", "H", "H", "H", "H", "H", "H", "H", "H", "H", "H", "H", "H", "H", "C", "C", "C", "C", "C", "C", "C", "C", "C", "C", "H", "H", "H", "H", "H", "H", "H", "H", "H", "H", "H", "H"], "coordinates": [[-0.630, -0.661, 0.654], [1.746, -0.634, 2.753], [1.663, -1.424, 1.260], [2.091, -3.145, 1.582], [1.236, -4.229, 1.415], [1.658, -5.512, 1.741], [2.933, -5.712, 2.243], [3.795, -4.632, 2.420], [3.383, -3.356, 2.086], [3.060, -0.775, 0.343], [3.621, -1.579, -0.654], [4.775, -1.167, -1.294], [5.378, 0.035, -0.933], [4.810, 0.842, 0.045], [3.638, 0.449, 0.677], [0.609, -0.421, 3.481], [0.701, 0.037, 4.795], [-0.439, 0.202, 5.532], [-1.679, -0.102, 4.954], [-1.711, -0.512, 3.661], [-0.588, -0.672, 2.881], [2.618, -0.608, 3.261], [0.243, -4.111, 1.029], [0.986, -6.350, 1.600], [3.263, -6.712, 2.499], [4.792, -4.791, 2.814], [4.075, -2.530, 2.207], [3.180, -2.540, -0.903], [5.222, -1.791, -2.059], [6.298, 0.341, -1.416], [5.282, 1.778, 0.320], [3.182, 1.093, 1.417], [1.680, 0.240, 5.212], [-0.381, 0.559, 6.553], [-2.603, -0.018, 5.510], [-2.650, -0.746, 3.207], [-6.899, -0.414, 0.988], [-5.569, -0.480, 1.005], [-4.760, 0.667, 0.854], [-3.402, 0.558, 0.857], [-2.755, -0.632, 1.014], [-3.532, -1.734, 1.180], [-4.888, -1.709, 1.194], [-7.380, 0.461, 0.867], [-7.468, -1.234, 1.120], [-5.213, 1.645, 0.749], [-2.796, 1.450, 0.753], [-3.020, -2.670, 1.350], [-5.437, -2.629, 1.360], [1.307, 5.074, 0.799], [1.354, 3.759, 1.559], [2.742, 3.496, 2.102], [0.313, 3.707, 2.666], [1.068, 2.645, 0.638], [0.002, 2.514, -0.553], [-0.280, 0.732, -0.276], [0.370, 2.727, -2.072], [1.399, 2.521, -3.105], [2.174, 3.821, -3.214], [2.288, 1.372, -2.693], [0.647, 2.210, -4.383], [-1.472, 3.047, -0.234], [-2.488, 3.890, -0.917], [-3.236, 2.980, -1.880], [-3.380, 4.397, 0.196], [-1.848, 5.047, -1.667], [1.547, 5.902, 1.468], [0.306, 5.256, 0.396], [2.031, 5.080, -0.022], [3.049, 4.327, 2.739], [3.464, 3.405, 1.287], [2.760, 2.585, 2.710], [0.527, 4.466, 3.422], [0.327, 2.725, 3.153], [-0.690, 3.892, 2.268], [2.661, 4.061, -2.264], [1.511, 4.644, -3.486], [2.946, 3.736, -3.982], [2.864, 1.625, -1.798], [2.987, 1.135, -3.497], [1.688, 0.481, -2.494], [-0.024, 3.031, -4.640], [0.056, 1.296, -4.274], [1.350, 2.072, -5.206], [-3.858, 2.254, -1.348], [-2.530, 2.444, -2.520], [-3.888, 3.570, -2.525], [-3.768, 3.566, 0.792], [-4.225, 4.947, -0.223], [-2.830, 5.070, 0.856], [-1.173, 4.699, -2.449], [-1.309, 5.720, -0.997], [-2.643, 5.629, -2.138], [-0.026, -1.701, -2.746], [-0.928, -2.604, -1.893], [-2.409, -2.365, -2.327], [-0.891, -2.169, -0.474], [-0.586, -4.095, -1.974], [0.537, -4.542, -2.658], [0.805, -5.905, -2.750], [-0.046, -6.828, -2.161], [-1.170, -6.386, -1.469], [-1.433, -5.029, -1.376], [-0.354, -0.664, -2.660], [-0.084, -1.988, -3.796], [1.021, -1.757, -2.430], [-2.664, -1.305, -2.278], [-3.120, -2.931, -1.724], [-2.493, -2.704, -3.359], [-1.236, -2.917, 0.267], [1.211, -3.846, -3.145], [1.676, -6.241, -3.302], [0.154, -7.889, -2.252], [-1.850, -7.099, -1.019], [-2.332, -4.712, -0.851]]}

***

Entry 2:
{"formula": "C44H61N9O3SY", "method": "the ωB97M-V functional and the def2-TZVPD basis", "lumo_energy_ha": [0.15275, 0.13297], "s_squared": 0.957, "e_homo_ha": [-0.0377, -0.0585], "de_lowest_ev": 0.000, "e_tot_ha": -2868.46360, "charge": -2, "spin_multiplicity": 2, "gap_ev": [5.18, 5.21], "mol_weight_g_mol": 885.005, "species": ["Y", "C", "C", "C", "C", "C", "C", "C", "C", "C", "C", "C", "C", "C", "C", "C", "C", "N", "C", "C", "C", "N", "C", "C", "C", "N", "C", "C", "C", "C", "C", "C", "C", "C", "C", "C", "C", "C", "N", "C", "C", "H", "H", "H", "H", "H", "H", "H", "H", "H", "H", "H", "H", "H", "H", "H", "H", "H", "H", "H", "H", "H", "H", "H", "H", "H", "H", "H", "H", "H", "H", "H", "H", "H", "H", "H", "H", "H", "H", "H", "H", "H", "H", "H", "H", "S", "C", "O", "N", "O", "C", "C", "N", "C", "C", "C", "C", "N", "H", "H", "H", "H", "H", "H", "H", "H", "H", "H", "H", "H", "H", "H", "N", "H", "H", "H", "O", "C", "N"], "coordinates": [[-0.220, -0.041, 0.715], [5.688, 3.022, 1.866], [5.562, 1.659, 1.110], [4.300, 1.014, 1.344], [4.129, 0.052, 2.264], [5.154, -0.614, 3.118], [5.857, -1.701, 2.264], [2.696, -0.291, 2.153], [1.827, -1.177, 2.953], [1.322, -2.411, 2.190], [1.468, -3.818, 2.419], [1.993, -4.487, 3.638], [3.414, -4.244, 3.969], [0.764, -4.419, 1.406], [0.190, -3.389, 0.566], [-0.524, -3.507, -0.607], [-1.098, -2.547, -1.459], [-0.802, -1.245, -1.394], [-1.315, -0.707, -2.519], [-1.007, 0.597, -2.874], [0.012, 1.406, -2.406], [0.771, 1.175, -1.330], [1.741, 2.129, -1.353], [2.849, 2.086, -0.469], [3.063, 1.229, 0.572], [2.166, 0.422, 1.151], [1.543, 3.098, -2.405], [0.446, 2.651, -3.068], [-0.290, 3.309, -4.196], [-1.624, 3.870, -3.729], [2.395, 4.310, -2.633], [3.816, 4.023, -3.223], [-2.066, -1.709, -3.262], [-1.970, -2.852, -2.612], [-2.482, -4.204, -3.013], [-3.538, -4.674, -1.965], [-2.602, -1.472, -4.641], [-1.622, -1.852, -5.689], [0.684, -2.196, 1.087], [0.511, -5.930, 1.241], [-0.625, -6.266, 2.160], [6.687, 3.450, 1.671], [5.571, 2.816, 2.957], [4.916, 3.822, 1.642], [6.417, 1.066, 1.448], [5.748, 1.846, 0.024], [4.745, -0.991, 4.064], [5.980, 0.067, 3.364], [5.284, -2.592, 2.068], [6.837, -1.999, 2.703], [6.123, -1.157, 1.358], [2.309, -1.542, 3.852], [1.844, -5.546, 3.528], [1.393, -4.225, 4.497], [4.124, -4.392, 3.169], [3.767, -4.972, 4.711], [3.629, -3.278, 4.420], [-0.838, -4.545, -0.790], [-1.519, 1.109, -3.722], [3.659, 2.763, -0.707], [-0.458, 2.581, -4.974], [0.388, 4.031, -4.626], [-2.065, 3.168, -3.033], [-2.377, 4.008, -4.527], [-1.530, 4.828, -3.172], [2.451, 4.904, -1.712], [1.899, 5.020, -3.353], [4.326, 3.220, -2.669], [4.422, 4.904, -3.094], [3.760, 3.688, -4.282], [-1.590, -4.900, -3.020], [-2.913, -4.155, -4.017], [-3.260, -4.552, -0.939], [-3.809, -5.725, -2.110], [-4.447, -4.157, -2.090], [-2.747, -0.393, -4.687], [-3.602, -2.006, -4.861], [-0.794, -1.150, -5.622], [-2.106, -1.747, -6.690], [-1.260, -2.858, -5.623], [1.419, -6.494, 1.427], [0.252, -6.147, 0.208], [-0.383, -6.034, 3.179], [-1.025, -7.295, 2.163], [-1.428, -5.524, 1.876], [0.376, 3.303, 4.250], [0.231, 1.870, 3.362], [0.778, 0.782, 3.810], [0.425, -0.502, 3.138], [-0.460, 1.741, 2.299], [-3.548, 4.475, 1.827], [-3.609, 3.001, 2.211], [-4.170, 2.064, 1.202], [-5.598, 1.677, 1.359], [-6.588, 2.309, 0.376], [-3.376, 1.434, 0.274], [-4.041, 0.588, -0.750], [-2.125, 1.630, 0.158], [-2.965, 5.011, 2.545], [-4.516, 4.953, 1.664], [-3.009, 4.597, 0.898], [-4.243, 2.928, 3.121], [-2.650, 2.666, 2.516], [-5.863, 1.940, 2.393], [-5.647, 0.567, 1.373], [-6.654, 3.397, 0.610], [-7.608, 1.977, 0.478], [-6.162, 2.088, -0.614], [-5.137, 0.526, -0.735], [-3.593, -0.400, -0.657], [-3.766, 0.969, -1.733], [-1.810, 2.319, 0.870], [0.803, 4.756, 0.719], [-0.087, 4.631, 0.246], [0.627, 4.318, 1.645], [1.469, 4.086, 0.335], [-4.288, -2.280, 1.025], [-3.267, -1.646, 1.190], [-2.297, -0.986, 1.246]]}